The following is a DFT calculation (ωB97M-V/def2-TZVPD) of C6H12O in the gas phase.

Bonds (Å) are listed after each position.
Cartesian coordinates (Å):
1 C 2.81 0.14 0.52  C2 1.523, H8 1.094, H9 1.095, H10 1.097
2 C 1.65 0.57 -0.38  C1 1.523, O3 1.414, H11 1.097, H12 1.096
3 O 0.42 0.65 0.31  C2 1.414, C4 1.394
4 C -0.31 -0.53 0.47  O3 1.394, C5 1.476, C6 1.554, H13 1.061
5 C -1.52 -0.37 1.29  C4 1.476, C6 1.493, H14 1.086, H15 1.082
6 C -1.72 -0.66 -0.16  C4 1.554, C5 1.493, C7 1.493, H16 1.099
7 C -2.09 0.35 -1.19  C6 1.493, H17 1.098, H18 1.089, H19 1.094
8 H 2.64 -0.86 0.92  C1 1.094
9 H 2.92 0.83 1.36  C1 1.095
10 H 3.75 0.14 -0.04  C1 1.097
11 H 1.56 -0.10 -1.24  C2 1.097
12 H 1.83 1.58 -0.76  C2 1.096
13 H 0.05 -1.44 0.04  C4 1.061
14 H -1.67 0.67 1.55  C5 1.086
15 H -1.81 -1.08 2.06  C5 1.082
16 H -2.04 -1.70 -0.35  C6 1.099
17 H -1.98 -0.09 -2.19  C7 1.098
18 H -3.11 0.72 -1.09  C7 1.089
19 H -1.38 1.18 -1.11  C7 1.094

Gap between HOMO and LUMO   9.574 eV
Relative energy (zero: lowest compared OMol25 entry of this formula, charge and spin)   221.4 kJ/mol
Electronic energy   -8462.0593 eV
SMILES   CCO[C@H]1C[C@H]1C

natural (NBO) population analysis, charges in e, atoms 1 to 2: atom 1 (C): -0.636, atom 2 (C): -0.054